This record from the Open Molecules 2025 dataset describes C33H27ClIrN6O2 as an isolated structure. The level of theory is ωB97M-V/def2-TZVPD.

Geometry as XYZ:
```
70
Properties=species:S:1:pos:R:3:forces:R:3
H 0.53352 -5.15889 0.33164 0.002 -0.049 0.004
C 1.51828 4.10729 -0.89991 -0.078 -0.005 -0.062
H 3.59363 -8.31159 7.66748 -0.003 0.006 -0.006
H -4.31765 4.47613 -3.63352 0.001 0.000 0.000
H 3.98415 -0.17970 0.83681 -0.008 0.002 -0.002
N -3.16047 1.22744 -0.75675 0.105 0.023 0.038
C -3.81403 2.90499 -2.28820 -0.018 -0.021 -0.004
H 4.34601 -2.31795 2.04591 -0.005 -0.001 0.018
C 3.29339 -1.00657 0.74737 0.032 0.022 -0.031
C -0.98838 -3.72934 0.32899 0.028 0.042 0.038
C 1.72821 6.37841 -0.29912 -0.001 -0.024 -0.003
C 1.69169 -7.45375 3.06971 -0.019 0.010 0.010
C 1.90002 -8.42558 3.99387 -0.016 -0.027 -0.002
H -3.36696 0.88597 1.81344 -0.014 -0.023 0.010
C -2.78174 2.15452 -1.70062 -0.028 0.017 0.106
H -1.89140 4.90083 -4.20633 -0.009 0.000 -0.002
N -1.49365 2.35698 -2.03132 0.096 0.014 0.044
C 3.48131 -2.17594 1.41217 -0.055 0.018 0.011
H 0.90155 1.90266 1.02845 -0.012 0.001 0.024
Ir 0.10925 1.26761 -1.29519 0.003 0.111 0.102
H -4.83582 2.68618 -2.00850 -0.001 0.006 -0.003
Cl 1.83887 2.74821 -1.98637 0.187 0.083 -0.188
C -2.35158 0.42891 0.06386 -0.097 -0.036 -0.106
O 1.84376 0.28895 -0.58201 -0.082 -0.023 -0.065
C 2.39458 -6.22058 3.14564 -0.020 -0.047 0.032
N 2.86150 -4.26183 2.21048 0.008 0.141 -0.131
H 3.84784 -5.07231 4.25924 -0.011 -0.007 0.015
H -1.75115 -4.48794 0.21062 0.004 -0.010 0.016
C 1.39515 -3.14500 0.50322 0.094 -0.094 -0.008
H 2.75512 5.49373 -1.98185 -0.005 -0.003 -0.003
C 3.52519 -6.97905 5.14571 0.004 0.012 -0.028
H -1.68918 -0.24198 3.27999 0.013 0.003 -0.004
H 2.14635 7.36256 -0.45789 -0.004 0.002 -0.002
C -1.80342 -0.57636 2.25582 -0.005 0.029 0.010
C 0.29659 4.89440 0.95517 0.010 0.029 0.007
C 0.28893 -4.11128 0.38090 -0.015 0.048 0.015
C 0.18752 2.42664 0.38832 -0.236 -0.227 0.115
H 0.55448 6.97280 1.39128 0.003 0.000 0.002
H -0.19334 3.49584 -3.17922 -0.020 -0.031 0.034
C 0.83467 6.15529 0.74137 0.001 -0.006 -0.010
C -1.24977 -1.72875 1.88119 -0.027 -0.045 -0.019
H -0.63419 -2.30556 2.55936 -0.002 0.001 0.005
C 2.82134 -8.20527 5.04858 -0.019 0.005 0.005
H -2.57529 -2.27286 0.31160 0.000 -0.021 -0.015
N -1.24751 -0.11498 -0.61531 0.226 0.201 0.113
H -0.79090 2.42598 0.87198 0.038 0.002 0.002
C 2.07835 5.34060 -1.15249 -0.006 0.034 0.010
C 1.30129 -2.00047 -0.23707 0.053 0.061 0.002
C 2.54889 -3.25676 1.36609 -0.073 0.007 0.016
C -1.49477 -2.31092 0.49617 -0.006 0.017 0.036
C 3.89137 -9.10493 6.98329 0.000 0.002 0.023
H 3.84324 -10.06407 7.48526 -0.008 -0.001 0.000
H 1.38840 -9.37708 3.95526 0.002 0.001 0.005
H 0.51144 -1.17443 -1.90251 -0.018 -0.007 -0.013
C 3.31462 -6.01020 4.21082 0.061 -0.033 0.011
O 2.95673 -9.19919 5.89349 0.031 -0.022 -0.008
H 0.99865 -7.59729 2.25199 -0.007 0.004 0.001
C -2.18473 4.13251 -3.50718 -0.059 0.007 -0.003
C 2.13209 -0.84460 -0.05410 0.002 -0.034 0.052
C -0.86938 -1.34556 -0.46371 -0.091 -0.004 -0.104
H 4.89808 -8.93415 6.60493 -0.001 -0.005 -0.009
H -0.39289 4.72911 1.77403 0.004 -0.002 0.002
N 2.11400 -5.31069 2.18318 -0.003 -0.034 0.024
C -1.23071 3.35441 -2.92362 0.072 -0.067 -0.140
H 4.22727 -6.81390 5.94904 -0.007 0.002 0.003
C -2.58558 0.27578 1.37541 -0.029 -0.034 -0.017
N 0.22374 -1.79383 -1.15276 -0.015 -0.031 -0.016
H -4.12389 1.29395 -0.47161 0.005 0.016 0.026
C 0.64928 3.82837 0.13285 -0.009 0.005 0.007
C -3.52406 3.89377 -3.18589 0.058 -0.009 0.010
```
Positions in Å, forces in eV/Å.

Computed properties:
<S²>   0.831
Total charge   +2
Multiplicity   2
Kohn-Sham gap (alpha / beta)   6.68 / 5.63 eV
ΔE to the lowest compared entry with this formula, charge and spin   0.0 kJ/mol
DFT total energy   -2316.6764 Ha
HOMO level (alpha / beta)   -12.4930 / -13.1636 eV


This record from the Open Molecules 2025 dataset describes C33H27EuN7O4S3 as an isolated structure at a distorted geometry. The level of theory is ωB97M-V/def2-TZVPD.

Geometry as XYZ:
```
75
Properties=species:S:1:pos:R:3:forces:R:3
O 7.04331 1.91212 5.91932 -0.334 0.466 0.041
H -5.42331 0.15655 0.51757 0.253 -0.163 0.056
H 0.13343 -3.05708 2.48485 0.121 0.029 -0.356
S 2.42419 0.68986 -3.41578 -0.060 -0.557 0.410
C 2.49313 -3.39859 -0.54891 0.492 -0.213 0.126
C 2.85108 -3.96566 0.67181 0.138 -0.151 -0.323
C 5.89212 0.70252 4.14333 0.231 -0.042 -0.448
C 0.77533 -3.17060 1.60814 0.079 0.339 -0.180
H -1.20449 -4.06949 0.83807 -0.444 0.050 -0.038
C -4.51198 -3.25513 0.62779 -0.095 0.758 -0.664
H -5.28540 1.55185 -1.97804 0.496 -0.369 0.205
C 3.97007 1.62523 2.96300 0.587 -0.501 -0.012
C 1.34656 -2.61518 -0.66107 -0.394 -0.291 0.166
C -1.92002 3.86837 0.23050 0.252 0.345 0.670
C -0.96187 2.78825 0.32927 -0.448 0.452 -0.191
H 2.29862 -4.22294 2.74105 -0.326 0.241 -0.719
Eu 0.68721 0.45051 -1.03479 -0.427 0.964 0.570
C -0.04720 5.40465 0.22939 -0.633 -0.451 -0.080
O 7.74930 -0.13379 5.33154 0.154 0.702 0.403
H 3.11951 -3.60529 -1.41941 -0.139 0.451 0.194
N -1.24770 1.43528 0.33935 0.482 -0.277 -1.077
C 1.19030 1.63351 -4.19360 0.319 -0.195 -0.706
N 2.54343 0.22628 -7.18106 -0.852 0.479 0.695
N -0.67674 -1.64887 0.26073 0.010 0.919 -1.654
C 5.12636 1.78377 3.71590 -0.778 0.719 0.193
H 1.89107 4.44597 0.46312 -0.245 0.028 -0.165
C -2.09754 -3.49126 0.61874 -1.438 -0.078 -0.122
O -0.90845 -0.33890 -2.34687 -0.903 -1.180 -0.246
C -3.37089 -4.00271 0.91117 1.197 -0.417 0.192
C 4.40965 -0.72315 2.85343 -0.104 -0.495 -0.154
H -3.47099 -4.99821 1.35948 0.071 0.437 -0.107
C 6.98043 0.78073 5.14644 -0.585 -0.380 -0.699
C -1.67643 -1.39766 -2.63435 1.998 0.470 -0.570
C 3.51043 0.33253 2.60328 1.066 0.691 0.490
N -0.96788 2.61648 -6.84134 1.275 -0.792 0.753
C -5.02335 0.54511 -1.59684 -0.075 -0.048 -0.765
H 3.78706 -4.50692 0.81920 -0.213 0.126 -0.323
O -1.28692 -2.34922 -3.32749 -1.268 1.573 1.472
C 0.99269 1.51669 -5.60735 -0.011 0.163 2.079
C -4.66751 0.64057 -0.09677 -0.056 0.177 -0.300
N 0.36483 3.04570 0.36998 -0.029 0.513 -0.155
H 1.14957 -2.11715 -1.60842 -0.221 -0.273 -0.245
H -3.00026 3.71700 0.37043 0.623 -0.256 -0.485
H -2.10595 6.02924 0.05392 0.063 -0.380 0.135
H -5.46130 -3.64643 0.97153 -0.225 0.034 -0.355
H -4.59058 1.68946 0.19623 0.032 -0.252 0.036
C 1.82056 0.77465 -6.44852 1.824 -1.170 -1.051
C 5.58560 -0.53283 3.54585 0.556 -0.774 0.265
C 0.41135 -2.53032 0.38781 1.311 -0.047 1.141
H 0.27344 6.41654 0.14084 0.567 0.477 0.060
C -3.14050 -1.40637 -0.44108 0.551 -0.474 0.368
H -5.96924 0.00130 -1.75975 0.407 -0.167 0.384
H 6.31951 -1.36044 3.62932 -0.721 0.531 0.319
C 1.99696 -3.83253 1.74811 -0.674 0.205 0.757
C 0.81137 4.33026 0.36321 -0.831 -0.891 -0.020
H 5.39719 2.80894 3.98419 0.006 -0.185 0.052
C -4.44212 -2.08348 -0.10763 -0.871 -0.376 0.747
H -3.17966 0.71451 -2.77657 -0.430 -0.095 -0.016
H -5.38855 -1.65150 -0.52866 1.186 -0.513 0.522
H -3.20609 0.07343 1.20169 0.832 -0.140 -0.180
S 0.35833 2.71026 -3.15763 -0.613 -0.342 0.254
S 1.95650 0.08261 2.00164 -1.333 -0.188 -1.028
C -0.07707 2.11117 -6.27333 -2.236 1.623 -0.949
N -2.43823 1.16943 -0.41248 0.194 0.569 0.946
C -3.08559 -1.29825 -2.01409 -0.380 0.338 0.349
H -3.57627 -2.20821 -2.33040 -0.185 -0.193 -0.056
C -1.43898 5.16958 0.16412 0.448 -0.855 -0.017
N -3.28157 0.07656 0.18183 -0.428 1.043 -1.822
C -1.90227 -2.16245 0.15658 -0.135 -0.799 0.711
C -3.91677 -0.06226 -2.52278 0.667 0.032 -0.230
H -2.14338 0.89009 -1.35623 -0.265 -0.678 0.612
H 4.09043 -1.71879 2.51321 0.404 0.438 0.054
H 3.39650 2.46975 2.62085 -0.112 0.218 0.124
H 6.28929 2.53768 5.77720 0.789 -1.124 -0.209
H -4.34370 -0.36334 -3.48378 -0.165 0.176 0.164
```
Positions in Å, forces in eV/Å.

Computed properties:
<S²>   15.818
Total charge   -2
Multiplicity   8
Kohn-Sham gap (alpha / beta)   4.77 / 6.46 eV
ΔE to the lowest compared entry with this formula, charge and spin   0.0 kJ/mol
DFT total energy   -3862.8685 Ha
HOMO level (alpha / beta)   -1.8985 / -2.6680 eV


This record from the Open Molecules 2025 dataset describes C33H28Cl5MnN4O4PSSi as an isolated structure at a distorted geometry. The level of theory is ωB97M-V/def2-TZVPD.

Geometry as XYZ:
```
78
Properties=species:S:1:pos:R:3:forces:R:3
C 0.24207 -3.47373 -1.96446 0.238 0.194 -0.090
C -0.93151 4.76580 1.96895 0.031 0.076 0.007
H -0.43741 -3.04253 -2.68502 -0.051 0.005 -0.123
C 1.52294 1.36160 -4.03187 0.967 -0.671 -0.838
H 4.14501 0.18520 1.39715 -0.014 0.000 -0.044
Mn 0.01552 0.89619 -1.65174 1.830 -0.912 0.243
C -0.64230 2.08988 2.67061 -0.244 -0.002 -0.027
C -3.16565 -2.46376 0.56929 -0.032 0.029 -0.101
C 3.64532 -0.77880 1.30458 0.373 -0.010 -0.184
H -2.01965 -1.39008 -0.88728 -0.068 -0.095 0.077
H 3.41272 -3.08507 -0.83769 0.112 0.048 0.035
H 2.90698 0.46809 3.79501 0.103 -0.025 0.110
C -2.37998 -0.21004 0.87450 0.259 -0.175 -0.240
O 0.69466 1.82723 -3.18080 -0.562 0.903 0.670
N 2.57344 -0.88132 2.25064 -0.216 -0.191 0.476
C -1.28447 3.77458 1.07416 -0.051 -0.130 -0.033
C 0.74766 -5.07535 -0.24778 -0.125 -0.019 0.010
H -5.81265 3.71669 -0.16018 -0.062 0.040 0.100
H -0.36856 -1.46697 3.12417 0.011 0.004 -0.231
C 1.52403 -2.96300 -1.83567 -0.209 -0.671 0.355
C 2.02534 -4.55374 -0.12457 0.074 0.009 -0.095
P -1.51753 1.21243 0.12859 -1.295 0.416 1.310
C -3.97318 2.63365 0.00042 0.034 -0.027 -0.146
H -4.21698 -3.31009 2.22893 -0.064 -0.067 0.053
H -6.01332 3.38636 -2.58799 -0.069 -0.004 -0.046
C 2.75352 -0.60771 3.66872 0.087 0.111 0.262
C -0.13942 -4.53955 -1.16641 -0.009 -0.010 0.057
Cl 2.23563 2.12800 1.45880 -0.260 -0.097 -0.476
H -0.12387 5.19789 3.90394 0.007 0.053 0.062
H -1.65416 4.04147 0.09304 0.003 0.104 0.011
C 3.13138 -0.73060 -4.14285 -0.062 -0.182 0.269
O 1.88087 1.91604 -5.05854 -0.153 -0.080 0.424
N 0.55969 -1.07775 3.10739 0.092 0.191 0.312
C -3.62203 -1.28992 2.61486 -0.093 -0.165 0.109
H 0.15480 2.83016 4.51181 0.002 -0.053 0.098
H 0.44581 -5.90742 0.36918 -0.037 -0.090 0.049
H -3.86007 2.78506 1.06595 -0.074 0.055 -0.008
Cl 3.62940 1.72696 -1.42693 -0.635 -0.046 0.039
Cl 1.50070 4.21210 -0.82918 -0.174 -0.368 -0.323
H -4.34054 2.06644 -3.80999 0.056 -0.043 -0.086
Cl -1.92632 0.79124 -2.84921 -1.119 -0.734 -1.738
Si 1.77572 2.18151 -0.58648 1.258 0.895 0.774
Cl 4.05927 -3.28529 -3.53551 0.000 -0.095 -0.110
H -3.25799 -3.34973 -0.04103 0.031 -0.062 -0.045
H 1.48091 -2.05998 4.72189 0.070 0.128 0.003
N 1.32979 -0.72084 -2.77089 -0.449 0.853 -0.236
H 1.03358 -0.36518 5.03045 0.156 -0.068 -0.027
C -3.71334 -2.43719 1.84335 0.002 0.038 0.022
H -0.51283 1.05331 2.94337 0.041 -0.047 -0.007
O 4.09342 0.66743 -5.84367 0.107 0.420 -0.377
C -5.17909 2.96049 -2.05235 0.112 -0.088 0.034
C -0.26902 3.08992 3.55331 -0.074 0.002 0.050
C -5.05899 3.15104 -0.68449 -0.026 0.014 0.032
H 2.71877 -4.97428 0.58609 0.073 -0.057 0.095
C -2.98970 1.93392 -0.68934 0.278 -0.020 -0.364
C 3.05742 -1.93348 -3.44297 0.017 0.516 -0.395
C -2.49166 -1.35787 0.09048 -0.039 0.085 0.010
N 1.96083 -1.89839 -2.65519 0.541 0.140 -0.204
H -2.92883 0.73693 2.71881 0.012 0.040 0.115
H -4.05929 -1.27446 3.60215 -0.064 0.054 0.065
H 4.37884 -1.56681 1.48481 -0.021 -0.047 -0.005
C 2.42333 -3.50196 -0.92465 -0.221 -0.021 -0.095
H -1.12366 -4.96702 -1.27940 -0.112 -0.016 0.010
C -4.23196 2.22481 -2.74787 0.109 -0.155 -0.278
C -3.15004 1.71450 -2.05451 -0.680 0.751 1.142
H 3.60983 -1.14955 4.06985 -0.020 0.064 -0.007
C 4.26066 -0.37657 -5.06368 -0.274 -0.147 0.262
C 1.41733 -1.05921 4.28017 0.056 -0.168 0.270
O 5.25755 -1.04678 -5.06046 0.057 0.107 -0.136
S 0.60464 -1.27762 0.45227 0.268 0.374 0.065
H 3.25151 1.17528 -5.70620 0.099 -0.319 0.189
C 2.02003 -0.00980 -3.67654 0.125 -0.595 -0.072
C -0.41909 4.42472 3.21076 0.005 -0.066 -0.030
C -2.97482 -0.16556 2.12796 0.189 0.165 -0.145
C -1.17140 2.42801 1.42784 0.243 0.069 -0.160
H -1.04711 5.80320 1.69082 0.032 0.052 -0.019
H 3.23733 -0.88154 0.30003 0.041 0.046 0.067
C 1.29017 -1.05161 1.97828 -0.544 -0.216 -0.805
```
Positions in Å, forces in eV/Å.

Computed properties:
<S²>   6.255
Total charge   +1
Multiplicity   5
Kohn-Sham gap (alpha / beta)   6.27 / 7.36 eV
ΔE to the lowest compared entry with this formula, charge and spin   96.0 kJ/mol
DFT total energy   -6275.3357 Ha
HOMO level (alpha / beta)   -11.0023 / -10.9815 eV